Here is a structure of composition C49H55AsBiN5O7Si2 from OMol25. Energies are from ωB97M-V/def2-TZVPD.

Positions of all 120 atoms, in Å:
Bi1 1.02094 -0.26683 -0.85004
O1 0.86182 -5.65459 -2.90955
C1 1.35997 -4.44739 -2.58014
O2 1.35892 -3.52400 -3.34328
C2 1.91111 -4.42325 -1.19019
C3 1.84716 -5.55210 -0.38283
C4 2.42790 -5.49634 0.87186
C5 3.02527 -4.31789 1.26896
C6 3.05628 -3.23831 0.38552
N1 2.49762 -3.29089 -0.82241
C7 3.64983 -1.92428 0.74503
O3 4.29208 -1.83164 1.92092
O4 3.54670 -0.91481 0.08813
H1 0.53556 -5.61562 -3.81817
H2 1.35965 -6.44710 -0.73787
H3 2.41499 -6.35939 1.52250
H4 3.43526 -4.25192 2.26949
H5 4.33715 -2.67540 2.38708
C8 2.46680 -0.23553 -4.19743
Si1 1.09344 0.73946 -3.32796
C9 -0.36704 0.84369 -4.55200
C10 1.70127 2.54452 -3.12949
C11 1.97115 3.28299 -4.28784
C12 2.45995 4.57655 -4.23003
C13 2.65968 5.17525 -2.99320
C14 2.40315 4.45690 -1.83804
C15 1.94558 3.13567 -1.87792
Si2 1.92077 2.15015 -0.23462
C16 3.74364 2.22951 0.28351
C17 0.90940 3.12142 1.05538
H6 2.77101 0.22620 -5.13950
H7 2.11873 -1.24620 -4.40393
H8 3.34854 -0.31533 -3.55745
H9 -0.01566 1.24534 -5.50514
H10 -1.17994 1.48866 -4.21189
H11 -0.78256 -0.14599 -4.74942
H12 1.82165 2.81567 -5.25631
H13 2.68867 5.11358 -5.14234
H14 3.03128 6.19076 -2.93263
H15 2.57291 4.92371 -0.87243
H16 3.97593 3.19717 0.73375
H17 4.38798 2.09295 -0.58652
H18 3.99418 1.45155 0.99866
H19 1.57739 3.69343 1.70345
H20 0.33929 2.44744 1.69779
H21 0.20591 3.81792 0.59964
C18 -2.95154 1.62411 0.79506
C19 -1.90804 0.66631 0.30857
N2 -1.05883 0.96262 -0.61702
O5 -1.16097 2.24750 -1.13574
C20 -1.80120 -0.64318 0.91735
C21 -2.99634 -1.30654 1.54370
N3 -0.60326 -1.15127 0.90910
O6 -0.31362 -2.29188 1.39790
H22 -2.85684 2.57900 0.28832
H23 -2.81046 1.77643 1.86671
H24 -3.95378 1.22277 0.64109
H25 -0.53494 2.26638 -1.87679
H26 -3.42938 -0.69892 2.34166
H27 -2.67936 -2.26561 1.95153
H28 -3.77220 -1.48172 0.79190
C22 -4.24778 2.39946 -2.86417
C23 -4.85890 1.06919 -2.43044
N4 -5.21053 0.23602 -3.56924
C24 -6.20938 0.77322 -4.49076
C25 -5.61335 1.25440 -5.80985
C26 -4.79977 -1.03663 -3.80770
O7 -5.23373 -1.67370 -4.75929
C27 -3.81072 -1.70675 -2.89621
C28 -4.11191 -2.98647 -2.44287
C29 -3.18435 -3.67419 -1.68276
C30 -1.97041 -3.06081 -1.41105
N5 -1.64971 -1.85641 -1.86881
C31 -2.54928 -1.19733 -2.59347
H29 -3.84079 2.92853 -2.00620
H30 -4.99312 3.03626 -3.34094
H31 -3.43265 2.22665 -3.56675
H32 -5.76427 1.25964 -1.84181
H33 -4.15931 0.52983 -1.79913
H34 -6.72922 1.58711 -3.98413
H35 -6.92352 -0.02234 -4.70636
H36 -4.90978 2.07342 -5.66317
H37 -6.41513 1.59866 -6.46419
H38 -5.09805 0.42977 -6.29880
H39 -5.06552 -3.42940 -2.69970
H40 -3.39385 -4.66845 -1.31257
H41 -1.22329 -3.54807 -0.79261
H42 -2.23308 -0.22523 -2.95307
C32 1.83021 -4.13460 5.75776
C33 0.65772 -3.77008 5.10934
C34 0.61317 -2.60809 4.35484
C35 1.73254 -1.78617 4.24347
C36 2.89792 -2.14894 4.91290
C37 2.94632 -3.31668 5.66375
As1 1.66040 -0.28565 2.98024
C38 2.95871 0.94667 3.75740
C39 4.34083 0.91495 3.62594
C40 5.10879 1.98579 4.05895
C41 4.49761 3.09821 4.62112
C42 3.12214 3.12905 4.78242
C43 2.34474 2.05639 4.35643
C44 0.88468 1.95616 4.47986
C45 0.05633 2.87621 5.11367
C46 -1.30302 2.62683 5.21977
C47 -1.84196 1.45495 4.70535
C48 -1.02166 0.54401 4.05323
C49 0.33635 0.78961 3.92947
H43 1.87480 -5.05372 6.32810
H44 -0.21726 -4.40426 5.17727
H45 -0.29025 -2.35525 3.81719
H46 3.77315 -1.51088 4.85231
H47 3.86165 -3.59275 6.17329
H48 4.81941 0.06629 3.15645
H49 6.18511 1.95716 3.94725
H50 5.09661 3.94599 4.92843
H51 2.66079 3.99361 5.24349
H52 0.46654 3.78630 5.53312
H53 -1.94631 3.34828 5.70728
H54 -2.89904 1.24866 4.82303
H55 -1.44614 -0.36617 3.64846

Properties
Lowest unoccupied orbital energy = -0.40 eV
Molar mass = 1166.08 g/mol
HOMO-LUMO gap = 0.2345 hartree

Löwdin atomic charge list, values in e, 99 entries:
1. Bi 1.414
2. O 0.104
3. C -0.471
4. O 0.123
5. C -0.176
6. C 0.027
7. C -0.018
8. C 0.023
9. C -0.176
10. N 0.196
11. C -0.494
12. O 0.084
13. O -0.046
14. H 0.133
15. H 0.121
16. H 0.118
17. H 0.114
18. H 0.091
19. C -0.221
20. Si 0.420
21. C -0.213
22. C -0.329
23. C -0.108
24. C -0.090
25. C -0.088
26. C -0.105
27. C -0.327
28. Si 0.453
29. C -0.205
30. C -0.196
31. H 0.027
32. H 0.006
33. H 0.027
34. H 0.026
35. H 0.005
36. H 0.020
37. H 0.093
38. H 0.100
39. H 0.100
40. H 0.101
41. H 0.033
42. H 0.036
43. H -0.013
44. H 0.028
45. H 0.002
46. H 0.028
47. C 0.012
48. C -0.293
49. N -0.144
50. O -0.081
51. C -0.367
52. C -0.029
53. N -0.316
54. O -0.224
55. H 0.073
56. H 0.084
57. H 0.086
58. H 0.039
59. H 0.070
60. H 0.073
61. H 0.077
62. C -0.062
63. C -0.199
64. N -0.054
65. C -0.203
66. C -0.068
67. C -0.412
68. O 0.061
69. C -0.105
70. C -0.003
71. C -0.041
72. C -0.140
73. N 0.067
74. C -0.095
75. H 0.062
76. H 0.072
77. H 0.067
78. H 0.125
79. H 0.089
80. H 0.116
81. H 0.118
82. H 0.063
83. H 0.076
84. H 0.073
85. H 0.124
86. H 0.106
87. H 0.101
88. H 0.092
89. C -0.102
90. C -0.082
91. C -0.114
92. C -0.356
93. C -0.122
94. C -0.100
95. As 1.395
96. C -0.310
97. C -0.118
98. C -0.083
99. C -0.081

=====

Here is a structure of composition C38H39AsN4O2Si2Zn from OMol25. Energies are from ωB97M-V/def2-TZVPD.

Positions of all 87 atoms, in Å:
Zn1 -0.18500 -0.10050 0.80560
C1 -0.21090 -2.99440 -2.70560
C2 -0.66990 -2.17080 -1.66130
N1 0.12900 -1.74940 -0.69080
C3 1.44880 -2.02290 -0.73990
C4 2.01190 -2.77060 -1.80030
C5 1.12030 -3.28130 -2.78660
C6 3.38790 -3.02900 -1.81250
C7 4.17220 -2.58840 -0.76810
C8 3.62520 -1.91260 0.31490
C9 2.26050 -1.60660 0.37480
N2 1.53850 -1.02930 1.35900
C10 1.80760 -0.75350 2.63820
C11 3.04570 -0.62830 3.28140
C12 3.14040 -0.35520 4.63660
C13 2.02250 -0.15150 5.41520
C14 0.74790 -0.19890 4.82560
C15 -0.44650 0.10050 5.51580
C16 -1.65650 -0.04150 4.88340
C17 -1.66720 -0.46270 3.55420
N3 -0.56920 -0.67370 2.86040
C18 0.62740 -0.54000 3.45000
H1 -0.92230 -3.39270 -3.41740
H2 -1.72800 -2.01400 -1.49570
H3 1.51940 -3.89260 -3.58830
H4 3.81540 -3.58440 -2.63650
H5 5.23900 -2.78200 -0.77320
H6 4.28740 -1.64400 1.12340
H7 3.95780 -0.70260 2.71410
H8 4.12790 -0.29180 5.08320
H9 2.11590 0.07980 6.46800
H10 -0.39170 0.46640 6.53400
H11 -2.58560 0.18910 5.38820
H12 -2.60230 -0.60960 3.02860
N4 -4.32440 5.11530 -2.29090
C19 -3.69610 4.20980 -1.95470
C20 -2.93910 3.12900 -1.47720
C21 -1.54540 3.12050 -1.59170
C22 -0.81370 2.10380 -1.01220
C23 -1.40790 1.06250 -0.28440
C24 -2.80370 1.08720 -0.21910
C25 -3.56580 2.07950 -0.80220
H13 -1.04980 3.93310 -2.11270
H14 0.26460 2.14730 -1.10310
H15 -3.31780 0.30780 0.32580
H16 -4.64510 2.07840 -0.71820
C26 -4.53000 -1.05280 -3.85270
Si1 -2.99200 -0.80740 -4.98320
C27 -2.87250 -2.42510 -6.04470
C28 -3.56950 0.49820 -6.28930
As1 -1.37200 -0.05420 -3.54500
Si2 0.48440 0.26640 -4.83750
C29 2.05440 0.19340 -3.74400
C30 0.96010 -0.80120 -6.37960
C31 0.47420 2.04570 -5.58680
H17 -5.43190 -1.39690 -4.35250
H18 -4.75080 -0.10210 -3.37630
H19 -4.29300 -1.75790 -3.05980
H20 -3.54420 -2.42860 -6.90250
H21 -3.09120 -3.31570 -5.45920
H22 -1.85820 -2.52240 -6.42290
H23 -4.54580 0.29700 -6.72460
H24 -2.85000 0.57160 -7.10150
H25 -3.61460 1.47400 -5.81350
H26 2.33850 -0.83380 -3.53830
H27 1.85840 0.66480 -2.78540
H28 2.91410 0.68870 -4.18850
H29 1.19010 -1.82440 -6.09500
H30 1.83120 -0.40160 -6.89650
H31 0.14220 -0.83730 -7.09600
H32 0.23880 2.76030 -4.80350
H33 -0.30250 2.13240 -6.34330
H34 1.41590 2.34530 -6.04000
O1 0.60770 3.25340 3.27030
C32 1.05530 2.59360 2.32880
O2 0.49410 1.64590 1.73030
C33 2.44860 2.97170 1.80330
C34 3.10340 4.06420 2.35310
C35 4.34540 4.45220 1.88800
C36 4.95490 3.73080 0.87470
C37 4.31790 2.62580 0.33410
C38 3.06740 2.25060 0.79090
H35 2.60720 4.60260 3.14670
H36 4.84430 5.31820 2.30760
H37 5.92880 4.02710 0.50300
H38 4.79670 2.05480 -0.45170
H39 2.55630 1.39840 0.36560

Properties
Lowest unoccupied orbital energy = 4.17 eV
Charge = -2
Molar mass = 780.24 g/mol
HOMO-LUMO gap = 0.1895 hartree

Charges in e, computed with Löwdin, in the same order as the atoms:
1. Zn 0.689
2. C -0.122
3. C -0.252
4. N 0.059
5. C -0.167
6. C -0.199
7. C -0.038
8. C -0.085
9. C -0.117
10. C -0.035
11. C -0.208
12. N 0.012
13. C -0.223
14. C -0.025
15. C -0.103
16. C -0.075
17. C -0.159
18. C -0.011
19. C -0.060
20. C -0.118
21. N 0.074
22. C -0.160
23. H 0.092
24. H 0.076
25. H 0.108
26. H 0.095
27. H 0.090
28. H 0.072
29. H 0.078
30. H 0.096
31. H 0.093
32. H 0.109
33. H 0.095
34. H 0.106
35. N 0.110
36. C -0.227
37. C -0.272
38. C -0.062
39. C -0.184
40. C -0.227
41. C -0.150
42. C -0.064
43. H 0.110
44. H 0.084
45. H 0.074
46. H 0.103
47. C -0.267
48. Si 0.167
49. C -0.244
50. C -0.259
51. As 0.786
52. Si 0.175
53. C -0.222
54. C -0.240
55. C -0.256
56. H 0.005
57. H 0.002
58. H -0.002
59. H 0.003
60. H -0.001
61. H -0.010
62. H 0.001
63. H -0.001
64. H 0.004
65. H -0.004
66. H 0.005
67. H 0.016
68. H -0.001
69. H 0.007
70. H -0.003
71. H -0.001
72. H 0.001
73. H 0.003
74. O -0.004
75. C -0.616
76. O -0.089
77. C -0.112
78. C -0.040
79. C -0.111
80. C -0.125
81. C -0.093
82. C -0.026
83. H 0.105
84. H 0.087
85. H 0.086
86. H 0.096
87. H 0.100